Record 1
{
  "formula": "C12H36BNOP",
  "method": "ωB97M-V/def2-TZVPD",
  "elements": ["N", "B", "O", "P", "H", "H", "H", "H", "H", "H", "H", "H", "C", "C", "C", "C", "C", "C", "H", "H", "H", "H", "H", "H", "H", "H", "H", "H", "H", "H", "H", "H", "C", "C", "C", "C", "C", "C", "H", "H", "H", "H", "H", "H", "H", "H", "H", "H", "H", "H", "H", "H"],
  "positions_angstrom": [[4.989261, -0.173073, 1.678342], [4.039533, 0.911369, 1.533995], [4.540037, 2.218456, 1.715486], [2.163996, 0.483271, 1.061905], [5.929111, 0.176767, 1.764034], [4.912710, -0.754192, 0.859954], [4.460226, 2.652993, 0.857560], [2.126028, 1.670191, 0.118522], [1.617623, 1.359425, 2.144129], [2.185436, -0.686725, 1.998091], [2.721069, -0.397802, -0.065300], [0.796783, 0.081309, 0.624027], [-0.194073, 3.360207, -4.896336], [-0.690912, 1.926146, -5.059519], [-1.123886, 1.280126, -3.744855], [-0.017479, 1.151997, -2.696050], [1.213374, 0.369373, -3.138074], [0.915214, -1.087131, -3.482149], [0.692860, 3.407582, -4.264939], [0.066129, 3.795678, -5.862991], [-0.963156, 3.988523, -4.442647], [0.087151, 1.322133, -5.533853], [-1.542017, 1.921481, -5.747492], [-1.543364, 0.292580, -3.959116], [-1.943007, 1.866881, -3.315693], [-0.431134, 0.673748, -1.804959], [0.298567, 2.146831, -2.374359], [1.938710, 0.395198, -2.321728], [1.690538, 0.858739, -3.995078], [0.466078, -1.596408, -2.627977], [1.831908, -1.618678, -3.740662], [0.232657, -1.175981, -4.331976], [-2.088149, -1.449320, 0.721497], [-2.888556, -0.941724, 1.919056], [-2.014300, -0.362890, 3.030530], [-1.027035, -1.350347, 3.647587], [-1.652302, -2.608054, 4.247793], [-2.610335, -2.325620, 5.403393], [-1.427913, -2.271635, 0.997306], [-2.755076, -1.811146, -0.065021], [-1.464929, -0.657748, 0.304619], [-3.515399, -1.749737, 2.312602], [-3.576944, -0.160968, 1.582503], [-2.661823, 0.053058, 3.810593], [-1.441335, 0.477458, 2.630788], [-0.461430, -0.830674, 4.425452], [-0.291635, -1.637366, 2.893213], [-0.846886, -3.253952, 4.605962], [-2.175109, -3.175768, 3.472347], [-2.103400, -1.778806, 6.201121], [-2.996942, -3.254172, 5.828346], [-3.466474, -1.731603, 5.080024]],
  "forces_ev_per_a": [[-0.2, 0.9, -0.1], [-0.1, -0.3, 0.2], [0.3, -0.1, -0.2], [0.3, -0.1, -0.1], [0.4, 0.0, 0.0], [-0.2, -0.7, 0.1], [-0.4, 0.3, 0.3], [-0.1, 0.1, -0.2], [-0.1, 0.0, 0.0], [-0.1, -0.1, -0.1], [0.0, -0.2, -0.1], [0.0, 0.2, 0.0], [0.0, -0.1, -0.1], [-0.1, 0.1, 0.0], [0.0, -0.1, 0.0], [0.0, 0.1, 0.0], [0.1, -0.1, 0.0], [0.0, 0.1, -0.1], [0.0, 0.0, 0.0], [0.0, 0.0, 0.0], [0.0, 0.0, 0.0], [0.0, 0.0, 0.0], [0.0, 0.0, 0.0], [0.0, 0.0, 0.0], [0.0, 0.0, 0.0], [0.0, 0.0, 0.1], [0.0, 0.0, 0.0], [0.0, 0.0, 0.0], [0.0, 0.0, 0.0], [0.0, 0.0, 0.0], [0.0, 0.0, 0.0], [0.0, 0.0, 0.0], [-0.2, 0.0, 0.0], [0.1, 0.0, -0.1], [-0.1, 0.0, 0.0], [0.1, 0.0, -0.1], [0.0, 0.1, 0.1], [0.0, -0.1, -0.1], [0.0, 0.0, 0.0], [0.0, 0.0, 0.0], [0.1, 0.0, 0.0], [0.0, 0.0, 0.0], [0.0, 0.0, 0.0], [0.0, 0.0, 0.0], [0.0, 0.0, 0.0], [0.0, 0.0, 0.0], [0.1, 0.0, 0.0], [0.0, 0.0, 0.0], [0.0, 0.0, 0.0], [0.0, 0.0, 0.0], [0.0, 0.0, 0.0], [0.0, 0.0, 0.0]],
  "orbital_gap_ev": 5.6,
  "charge": -1,
  "e_tot_ev": -26529.816
}

=====

Record 2
{
  "formula": "C12H36BrN3O3",
  "method": "ωB97M-V/def2-TZVPD",
  "elements": ["C", "C", "C", "O", "C", "N", "H", "H", "H", "H", "H", "H", "H", "H", "H", "H", "H", "H", "C", "C", "C", "O", "C", "N", "H", "H", "H", "H", "H", "H", "H", "H", "H", "H", "H", "H", "C", "C", "C", "O", "C", "N", "H", "H", "H", "H", "H", "H", "H", "H", "H", "H", "H", "H", "Br"],
  "positions_angstrom": [[-24.948378, -0.774688, -5.624661], [-23.971216, 0.374960, -5.366047], [-23.617436, 0.497741, -3.905054], [-22.879939, 1.671888, -3.569630], [-22.530998, 1.898243, -2.194651], [-22.691607, 0.202950, -6.253949], [-22.909449, 0.612793, -7.150993], [-21.828133, 0.639794, -5.964675], [-22.461186, -0.780411, -6.251033], [-24.510451, -1.715360, -5.290803], [-25.085763, -0.907291, -6.697816], [-25.969913, -0.740589, -5.245956], [-24.480275, 1.321301, -5.548804], [-23.020006, -0.341487, -3.548837], [-24.492941, 0.514003, -3.255960], [-21.781551, 2.688605, -2.152794], [-22.055960, 0.978882, -1.852296], [-23.390295, 1.962206, -1.527100], [-23.237883, 3.527409, -8.122195], [-22.891416, 4.697192, -7.230323], [-23.350601, 4.610332, -5.715025], [-23.034983, 5.884493, -5.094951], [-22.022501, 5.688514, -4.039592], [-21.405612, 4.895410, -7.284792], [-21.148498, 5.267366, -8.187918], [-21.024862, 5.565345, -6.631866], [-20.922221, 4.070153, -6.960159], [-23.005315, 2.572763, -7.650335], [-22.650592, 3.367483, -9.026416], [-24.273119, 3.344691, -8.410272], [-23.437276, 5.497303, -7.730292], [-23.094422, 3.719022, -5.142273], [-24.433551, 4.503854, -5.651963], [-21.020764, 5.359703, -4.316160], [-22.438591, 5.109466, -3.215173], [-21.941978, 6.644587, -3.522353], [-15.204102, -0.490124, -1.723591], [-16.235997, -1.566203, -1.394275], [-17.534179, -1.358560, -2.186130], [-17.117114, -1.478289, -3.545620], [-18.042948, -0.760275, -4.316589], [-15.598955, -2.859924, -1.662875], [-16.346166, -3.534742, -1.742843], [-15.220087, -2.859687, -2.599127], [-14.880889, -3.202295, -1.040585], [-14.947338, -0.421067, -2.780662], [-14.297726, -0.570886, -1.123533], [-15.679160, 0.490900, -1.722354], [-16.311573, -1.642688, -0.309592], [-18.019813, -0.406630, -1.971425], [-18.300165, -2.076761, -1.893637], [-18.384343, 0.202297, -3.935766], [-18.891066, -1.412966, -4.523420], [-17.665089, -0.651013, -5.333149], [-19.917318, 2.196354, -5.463325]],
  "forces_ev_per_a": [[0.8, -0.8, -1.0], [-0.8, 0.7, 1.3], [1.1, 0.0, 2.0], [0.2, 1.0, -1.6], [0.1, -1.9, -0.2], [-1.5, 0.2, 1.0], [0.0, -0.6, -0.7], [0.2, 0.8, 0.8], [-0.2, -0.6, -0.7], [0.0, -0.1, 0.2], [0.0, 0.1, -0.2], [0.3, 0.7, 0.5], [0.5, 0.2, -1.0], [0.1, -0.6, -0.1], [-0.6, -0.3, -0.5], [-0.6, 0.2, 0.0], [0.4, -0.1, 0.2], [-0.2, 0.8, -0.3], [0.3, -2.4, 0.1], [-1.5, -0.6, 0.8], [-0.7, 1.5, -0.9], [1.8, -2.2, 0.4], [-1.6, 1.4, 0.8], [-0.4, 0.8, 0.4], [0.5, -0.5, -0.7], [-0.6, 1.0, 0.6], [0.3, -0.9, -0.7], [0.2, -0.2, 0.7], [0.1, 1.0, -0.3], [-0.1, 1.0, 0.1], [0.7, 0.8, 0.6], [1.2, 0.0, 0.0], [-0.3, 0.3, -0.7], [-0.1, -0.2, -0.5], [0.0, -0.8, -0.4], [0.3, 0.3, -0.5], [-0.4, 0.7, -0.7], [1.0, 1.9, 1.2], [1.1, -1.1, 0.5], [-0.8, 1.0, 1.0], [-0.5, -1.0, -2.1], [-0.9, -1.3, -2.0], [-0.2, -0.9, 0.4], [0.5, 0.1, -0.6], [0.2, 0.2, 0.6], [0.3, -1.1, -0.2], [-0.2, 0.3, 0.1], [0.1, 0.2, 1.2], [-0.9, 0.7, 0.1], [0.6, 0.3, 0.1], [-0.1, -0.6, -0.3], [0.4, -0.1, 0.4], [-0.6, 0.1, 0.4], [0.6, 0.4, 0.1], [-0.1, 0.1, 0.1]],
  "de_lowest_kj_mol": 0.0,
  "orbital_gap_ev": [10.4, 5.2],
  "charge": 3,
  "multiplicity": 2,
  "e_tot_ev": -93653.815
}

=====

Record 3
{
  "formula": "C12H36ClO6",
  "method": "ωB97M-V/def2-TZVPD",
  "elements": ["Cl", "C", "C", "O", "H", "H", "H", "H", "H", "H", "C", "C", "O", "H", "H", "H", "H", "H", "H", "C", "C", "O", "H", "H", "H", "H", "H", "H", "C", "C", "O", "H", "H", "H", "H", "H", "H", "C", "C", "O", "H", "H", "H", "H", "H", "H", "C", "C", "O", "H", "H", "H", "H", "H", "H"],
  "positions_angstrom": [[-4.626001, -58.613792, 30.486462], [-2.154931, -60.682048, 26.439882], [-2.923904, -60.123272, 27.621386], [-3.149547, -61.137738, 28.607057], [-1.960371, -60.033378, 25.721470], [-2.426324, -61.614545, 26.007570], [-1.007141, -60.909309, 26.942441], [-3.691122, -59.582326, 27.179592], [-2.273396, -59.460931, 28.148125], [-3.592538, -60.516230, 29.246569], [-9.590791, -56.745502, 31.009086], [-8.247397, -57.436740, 30.813054], [-7.205532, -56.580616, 30.744435], [-9.555221, -55.899643, 31.555572], [-10.324279, -57.177801, 31.319862], [-10.137117, -56.627364, 29.903450], [-8.263700, -58.013959, 30.020620], [-7.908145, -58.099949, 31.578335], [-6.399870, -57.166255, 30.476186], [0.054603, -58.814235, 32.539947], [-1.303507, -58.266804, 31.910048], [-2.328809, -58.373126, 32.780321], [0.117406, -58.218505, 33.459168], [0.832255, -58.693229, 31.872503], [-0.130301, -59.889509, 32.616309], [-1.600967, -58.899716, 31.029964], [-1.162908, -57.213232, 31.424797], [-3.127765, -58.101261, 32.353931], [-1.118050, -56.159687, 27.128928], [-2.501782, -56.542206, 27.696301], [-2.544534, -56.295645, 29.132010], [-0.304502, -56.528063, 27.617912], [-1.143724, -55.091978, 27.361793], [-1.210400, -56.309000, 26.057387], [-2.542977, -57.345388, 27.349705], [-3.235575, -56.191492, 27.200299], [-3.098224, -56.783718, 29.545350], [-5.756321, -60.131241, 35.482232], [-5.275045, -59.492302, 34.188224], [-6.053848, -58.361168, 33.807343], [-6.573938, -60.646426, 35.545353], [-5.852771, -59.343085, 36.198997], [-4.915657, -60.812390, 35.788620], [-5.222607, -60.294121, 33.448109], [-4.410886, -59.066861, 34.472513], [-5.841692, -58.248789, 32.892426], [-8.858606, -61.370772, 31.271858], [-7.327018, -61.209061, 31.450351], [-6.861698, -60.612225, 30.264077], [-9.481235, -61.843166, 32.086054], [-8.887499, -62.181617, 30.757737], [-9.285439, -60.376065, 30.607942], [-6.778028, -62.121186, 31.630329], [-6.999499, -60.508438, 32.231883], [-5.995497, -60.119046, 30.300764]],
  "forces_ev_per_a": [[0.2, 0.2, 0.0], [4.0, -3.1, 5.3], [2.7, -1.9, -0.4], [-1.7, 1.7, 0.0], [0.6, 3.3, -3.3], [-0.8, -0.8, -0.1], [-2.9, 0.3, -1.6], [-2.6, 0.7, 0.1], [0.4, 1.2, -0.1], [0.2, -1.4, 0.2], [6.0, 2.4, -8.2], [-1.3, 0.7, 3.9], [3.8, 1.5, -1.5], [0.5, 3.3, 1.3], [-7.7, -6.4, 4.6], [1.9, 0.8, 2.2], [-0.5, -2.9, -4.4], [-1.1, -1.0, 1.4], [-1.5, 1.6, 0.7], [-4.2, 0.5, 0.3], [2.2, 0.2, -3.5], [-0.2, 0.1, 2.7], [0.6, -0.7, 0.0], [1.8, 0.6, -1.3], [0.3, 0.2, 0.8], [0.7, 0.3, 0.2], [-0.1, -1.4, 1.2], [-1.0, 0.1, -0.6], [-3.9, 3.3, -0.3], [6.5, 8.3, 8.0], [6.3, 5.1, -6.1], [2.0, -1.7, 1.1], [0.8, 0.3, -0.6], [0.7, -0.1, -0.1], [-0.9, -14.0, -3.1], [-5.2, 4.3, -3.1], [-6.2, -5.6, 4.2], [5.4, 2.2, 0.0], [-3.2, -1.3, 0.4], [-0.8, -0.8, 0.5], [-5.0, -3.0, -0.5], [0.2, 0.5, 0.8], [-0.7, 0.6, 0.0], [0.3, 0.5, -0.4], [3.9, 0.7, 0.3], [0.1, 0.5, -1.2], [-0.1, 5.4, 1.9], [0.4, 2.2, 0.6], [0.1, -0.1, -1.5], [0.6, 1.8, 0.2], [-0.4, -4.8, -4.8], [1.0, -3.1, 2.3], [-0.2, -0.8, 0.1], [-0.7, -0.3, 0.5], [-1.0, -0.6, 0.6]],
  "de_lowest_kj_mol": 889.0,
  "orbital_gap_ev": 9.4,
  "charge": -1,
  "e_tot_ev": -37828.799
}

=====

Record 4
{
  "formula": "C12H36ClO6S2",
  "method": "ωB97M-V/def2-TZVPD",
  "elements": ["Cl", "C", "C", "O", "H", "H", "H", "H", "H", "H", "C", "C", "O", "H", "H", "H", "H", "H", "H", "C", "C", "O", "H", "H", "H", "H", "H", "H", "C", "C", "O", "H", "H", "H", "H", "H", "H", "C", "S", "O", "C", "H", "H", "H", "H", "H", "H", "C", "S", "O", "C", "H", "H", "H", "H", "H", "H"],
  "positions_angstrom": [[0.544263, -0.646035, -0.018000], [-4.105737, -2.427035, -1.692000], [-2.960737, -1.695035, -1.127000], [-1.786737, -2.514035, -1.078000], [-5.062737, -1.973035, -1.394000], [-4.253737, -3.472035, -1.165000], [-4.236737, -2.839035, -2.776000], [-3.138737, -1.436035, -0.147000], [-2.890737, -0.862035, -1.739000], [-0.968737, -1.998035, -0.973000], [2.944263, -5.060035, -1.236000], [1.913263, -3.956035, -1.172000], [2.353263, -2.869035, -0.422000], [2.471263, -5.758035, -2.062000], [3.487263, -5.436035, -0.306000], [3.753263, -4.822035, -1.744000], [0.837263, -4.349035, -0.716000], [1.684263, -3.546035, -2.236000], [1.598263, -2.172035, -0.455000], [-1.852737, 3.525965, -2.867000], [-1.791737, 2.358965, -1.905000], [-0.548737, 1.677965, -1.918000], [-1.030737, 4.173965, -2.580000], [-2.818737, 4.116965, -2.823000], [-1.577737, 3.154965, -3.908000], [-2.643737, 1.575965, -2.212000], [-2.091737, 2.600965, -0.886000], [-0.532737, 0.876965, -1.411000], [-3.690737, 1.429965, 2.535000], [-2.511737, 1.162965, 1.532000], [-1.648737, 0.157965, 1.966000], [-4.535737, 2.084965, 1.921000], [-3.349737, 1.771965, 3.636000], [-4.131737, 0.540965, 2.874000], [-1.829737, 1.748965, 1.650000], [-2.896737, 0.749965, 0.486000], [-1.061737, -0.117035, 1.274000], [0.977263, 3.500965, 0.509000], [1.718263, 3.532965, -1.064000], [2.507263, 4.789965, -1.245000], [3.032263, 2.262965, -0.800000], [1.711263, 3.738965, 1.295000], [0.527263, 2.503965, 0.628000], [0.103263, 4.032965, 0.608000], [2.465263, 1.331965, -1.035000], [3.699263, 2.327965, 0.093000], [3.710263, 2.366965, -1.382000], [2.684263, 0.648965, 2.752000], [3.566263, -0.586035, 2.028000], [4.852263, -0.752035, 2.876000], [2.498263, -1.829035, 2.739000], [3.163263, 1.506965, 2.516000], [2.787263, 0.570965, 3.854000], [1.654263, 0.878965, 2.308000], [1.362263, -1.584035, 2.496000], [2.649263, -2.095035, 3.650000], [2.694263, -2.912035, 2.268000]],
  "forces_ev_per_a": [[-0.4, 0.7, -0.2], [-3.0, -4.8, 0.0], [1.6, -2.2, -1.1], [-0.3, -0.3, -0.8], [0.3, 0.4, -0.4], [0.6, 1.8, -0.5], [1.0, 1.6, 1.5], [-0.9, 0.9, 2.2], [1.0, 2.1, -1.0], [-0.4, 0.3, 0.2], [-3.3, -2.3, 0.4], [-2.5, 0.3, 0.0], [-0.9, 0.9, 0.1], [0.8, 0.1, 2.4], [-1.9, -0.1, -0.7], [3.9, 2.2, -2.7], [2.5, 0.6, -1.2], [0.2, -1.2, 1.3], [1.7, -1.1, 0.3], [0.6, -0.1, -0.7], [-2.5, -3.0, -0.4], [0.0, 1.8, -1.2], [0.1, 0.5, -0.1], [1.1, -1.0, -0.1], [-0.7, 0.6, 1.2], [1.5, 1.4, 0.4], [0.2, 0.5, 0.2], [-0.2, -0.9, 0.8], [0.2, 2.1, -0.3], [-7.9, -7.7, -1.4], [-0.7, -2.9, 2.8], [2.2, -1.3, 2.2], [-0.5, 0.4, -2.8], [-0.9, -1.7, -0.4], [6.2, 9.5, -0.7], [0.5, 2.0, 1.8], [0.8, -0.3, -0.9], [1.2, -2.0, 1.5], [2.0, 0.0, -1.4], [-0.3, 0.6, 0.3], [-8.4, -1.8, 7.1], [-0.4, -0.1, -0.2], [0.8, -0.3, 0.1], [-1.7, 2.2, -0.2], [0.9, 0.1, 0.9], [-1.6, -0.2, 0.5], [7.6, 1.7, -8.6], [-3.1, 1.3, 1.6], [2.2, -3.3, 0.9], [-1.4, 0.7, -1.3], [-3.4, -2.1, -7.9], [1.9, 3.0, -0.7], [-0.7, -0.2, -0.5], [1.1, -1.1, 0.9], [2.5, -0.5, 0.5], [1.2, -0.3, 6.4], [-0.4, 2.5, 0.1]],
  "de_lowest_kj_mol": 196.5,
  "orbital_gap_ev": 8.8,
  "charge": -1,
  "e_tot_ev": -59499.470
}

=====

Which value of charge does entry 2 give? +3

=====

Which value of charge does entry 4 give? -1